[1]
ORCA calculation (ωB97M-V/def2-TZVPD) on an isolated molecule of C7H8.

Each line ends with the Löwdin charge.
Atoms and positions in Å:
1 C 2.47 0.97 -0.58  0.125
2 C 1.37 0.56 -0.31  -0.085
3 C 0.04 0.06 0.03  -0.528
4 C -0.14 -1.46 0.27  -0.183
5 C -1.48 -1.43 -0.44  0.112
6 C -0.59 0.86 1.17  -0.040
7 C -0.99 -0.16 -1.11  -0.183
8 H 3.45 1.33 -0.82  0.025
9 H -0.08 -1.88 1.28  0.112
10 H 0.53 -2.05 -0.38  0.132
11 H -1.59 0.46 1.41  0.090
12 H -0.71 1.91 0.90  0.090
13 H 0.02 0.80 2.08  0.090
14 H -0.48 -0.49 -2.03  0.132
15 H -1.71 0.63 -1.37  0.112

Output
HOMO-LUMO gap = 8.464 eV
ΔE to the lowest compared entry with this formula, charge and spin = 6.218 eV
E_HOMO = -8.6 eV

[2]
ORCA calculation (ωB97M-V/def2-TZVPD) on the ion C7H8 with charge +1.

Each line ends with the Löwdin charge.
Atoms and positions in Å:
1 C -1.49 1.04 -1.22  0.027
2 C -0.53 0.35 -0.21  -0.322
3 C 0.40 1.07 0.50  0.114
4 C 1.54 0.31 0.87  0.000
5 C 1.42 -0.95 0.43  0.075
6 C 0.15 -1.16 -0.32  -0.113
7 C -1.12 -0.98 0.26  0.182
8 H -1.48 0.45 -2.13  0.100
9 H -2.49 1.02 -0.79  0.093
10 H -1.09 2.02 -1.47  0.094
11 H 0.26 2.10 0.82  0.161
12 H 2.31 0.60 1.56  0.132
13 H 2.09 -1.71 0.81  0.143
14 H 0.33 -1.68 -1.25  0.172
15 H -1.41 -1.07 1.31  0.142

Output
HOMO-LUMO gap (spin up / spin down) = 7.883 / 8.039 eV
ΔE to the lowest compared entry with this formula, charge and spin = 3.528 eV
2S+1 = 2
E_HOMO (spin up / spin down) = -14.6 / -14.6 eV
<S²> = 0.756
Total charge = +1

[3]
ORCA calculation (ωB97M-V/def2-TZVPD) on a structure of composition C7H8AlF9O5PS.

Each line ends with the Löwdin charge.
Atoms and positions in Å:
1 C 0.44 2.48 -0.64  -0.267
2 P 0.59 0.96 0.52  0.980
3 O 2.14 1.09 1.38  -0.359
4 C 0.60 -0.70 -0.51  -0.547
5 S -0.93 -1.55 0.17  0.862
6 O -1.05 -1.10 1.68  -0.368
7 O -0.81 -3.11 0.23  -0.353
8 C -2.54 -1.07 -0.65  -0.235
9 F -2.82 0.38 -0.49  0.028
10 F -3.63 -1.80 0.11  0.011
11 C -2.70 -1.53 -2.21  -0.152
12 F -2.34 -0.45 -3.18  0.040
13 F -4.17 -1.78 -2.42  0.013
14 F -2.03 -2.83 -2.49  0.045
15 C 1.91 -1.67 -0.19  -0.139
16 C 3.02 -1.36 -1.40  -0.057
17 C 1.98 -1.00 -2.64  -0.184
18 O 2.18 -1.14 -3.97  -0.009
19 O 0.75 -0.49 -1.96  -0.128
20 H 0.19 2.07 -1.72  0.049
21 H -0.42 3.23 -0.30  0.074
22 H 1.47 3.05 -0.60  0.062
23 H 2.06 0.62 2.29  0.089
24 H 1.71 -2.83 -0.39  0.130
25 H 2.44 -1.52 0.86  0.132
26 H 3.60 -2.36 -1.67  0.134
27 H 3.74 -0.49 -1.01  0.140
28 F -0.75 1.42 5.08  -0.274
29 Al -1.07 2.98 4.24  0.113
30 F -2.84 3.14 3.95  -0.275
31 F -0.20 3.01 2.67  -0.278
32 F -0.50 4.34 5.27  -0.277

Output
HOMO-LUMO gap = 7.362 eV
E_HOMO = -6.0 eV
Total charge = -1

[4]
ORCA calculation (ωB97M-V/def2-TZVPD) on an isolated molecule of C7H8BN.

Each line ends with the Löwdin charge.
Atoms and positions in Å:
1 B -0.01 -0.73 -0.05  -0.478
2 C -1.32 -1.55 0.14  0.000
3 C 1.45 -1.31 0.11  0.010
4 C -2.49 -0.82 0.19  -0.125
5 C -2.41 0.64 0.05  -0.104
6 C 2.42 -0.41 0.09  -0.209
7 C -1.18 1.31 -0.01  -0.176
8 C 2.06 0.96 0.19  0.091
9 N -0.05 0.67 -0.34  0.138
10 H -1.29 -2.61 0.44  0.082
11 H 1.75 -2.44 0.08  0.123
12 H -3.56 -1.20 0.08  0.115
13 H -3.29 1.30 0.33  0.110
14 H 3.51 -0.62 -0.08  0.131
15 H -1.08 2.43 -0.19  0.128
16 H 1.80 1.47 1.08  0.077
17 H 2.77 1.53 -0.41  0.087

Output
HOMO-LUMO gap (spin up / spin down) = 7.377 / 7.376 eV
ΔE to the lowest compared entry with this formula, charge and spin = 0.000 eV
E_HOMO (spin up / spin down) = -8.0 / -8.0 eV

[5]
ORCA calculation (ωB97M-V/def2-TZVPD) on a structure of composition C7H8Br2.

Each line ends with the Löwdin charge.
Atoms and positions in Å:
1 C 0.43 -1.27 1.63  -0.349
2 C 1.19 -2.38 1.65  0.239
3 C 1.29 -0.84 0.45  -0.331
4 C 0.47 -0.51 -0.78  -0.199
5 C -0.47 0.65 -0.34  -0.189
6 C -1.36 0.34 0.89  -0.322
7 C -0.62 -0.11 2.13  -1.173
8 Br -1.84 -0.69 3.50  0.694
9 Br 0.26 1.40 2.95  0.719
10 H 1.77 0.14 0.86  0.134
11 H 2.04 -1.52 0.18  0.076
12 H 1.07 -0.31 -1.73  0.127
13 H 0.02 -1.61 -1.05  0.167
14 H 0.22 1.48 -0.10  0.097
15 H -1.18 1.03 -1.20  0.149
16 H -1.89 1.17 1.05  0.059
17 H -2.05 -0.45 0.72  0.101

Output
HOMO-LUMO gap = 10.152 eV
ΔE to the lowest compared entry with this formula, charge and spin = 3.385 eV
E_HOMO = -9.9 eV

[6]
ORCA calculation (ωB97M-V/def2-TZVPD) on a structure of composition C7H8Br6Cl6O3.

Each line ends with the Löwdin charge.
Atoms and positions in Å:
1 C -3.06 0.52 -2.83  -1.415
2 Br -2.06 -0.70 -4.06  0.868
3 Br -4.91 0.60 -3.59  0.810
4 Br -2.25 2.31 -2.81  0.657
5 H -3.10 0.19 -1.80  -0.024
6 C 2.33 -1.32 1.21  -1.455
7 Br 2.52 -0.77 3.08  0.588
8 Br 1.27 -2.99 1.06  0.600
9 Br 4.14 -1.62 0.30  0.506
10 H 1.87 -0.43 0.78  -0.046
11 C -1.02 -4.15 -1.63  -1.520
12 Cl -0.38 -5.72 -1.06  0.538
13 Cl -2.74 -4.30 -2.09  0.519
14 Cl 0.06 -3.53 -2.90  0.519
15 H -0.97 -3.43 -0.81  -0.057
16 C 3.98 3.47 0.35  -1.567
17 Cl 4.90 2.16 -0.36  0.522
18 Cl 5.13 4.52 1.14  0.558
19 Cl 2.73 2.93 1.48  0.532
20 H 3.58 3.99 -0.52  0.016
21 C -1.50 1.79 1.51  -0.104
22 C -0.46 0.90 2.16  -0.128
23 O -0.52 -0.33 1.41  -0.011
24 C -1.68 -0.38 0.74  -0.548
25 O -2.02 -1.29 0.06  0.145
26 O -2.35 0.83 0.88  0.024
27 H -1.14 2.56 0.83  0.131
28 H -2.16 2.15 2.29  0.140
29 H -0.69 0.67 3.20  0.143
30 H 0.51 1.36 1.99  0.060

Output
HOMO-LUMO gap (spin up / spin down) = 7.063 / 2.373 eV
2S+1 = 2
E_HOMO (spin up / spin down) = -12.3 / -12.3 eV
<S²> = 0.758
Total charge = +1

| no. | F_max (Eh/bohr) |
| --- | --- |
| 1 | 0.0088 |
| 2 | 0.0547 |
| 3 | 0.1869 |
| 4 | 0.0597 |
| 5 | 0.0747 |
| 6 | 0.0444 |